# C21H66N6O21

A 12-piece molecular cluster, C21H66N6O21 overall in a non-equilibrium geometry (the ωB97M-V functional and the def2-TZVPD basis, OMol25).

The value obtained for the molar mass is 738.78 Da. The value obtained for the orbital gap is 8.533 eV. Its SMILES is NC(N)=O.NC(N)=O.NC(N)=O.OCCO.OCCO.OCCO.OCCO.OCCO.OCCO.OCCO.OCCO.OCCO. Its HOMO energy is -8.9 eV.

Each line ends with the Löwdin charge.
Element x y z (Å)
N (1.09796, -2.37363, -2.13730)  0.19
C (2.31764, -1.80984, -2.46225)  -0.58
N (3.32879, -1.89990, -1.50649)  0.17
O (2.46080, -1.12187, -3.48092)  0.00
H (0.27193, -2.16535, -2.68061)  0.06
H (1.09725, -2.99367, -1.35068)  0.07
H (4.11932, -1.32978, -1.74296)  0.09
H (3.29115, -2.43178, -0.66548)  0.08
N (1.66840, 3.27053, 4.17962)  0.16
C (0.91242, 2.38991, 3.41204)  -0.60
N (1.14926, 1.03503, 3.56238)  0.16
O (0.10951, 2.79638, 2.55436)  0.00
H (1.53843, 4.24547, 3.98866)  0.10
H (2.42223, 2.92460, 4.73263)  0.08
H (1.89079, 0.66506, 4.11649)  0.09
H (0.57573, 0.45800, 2.94659)  0.05
N (-2.40646, -4.05382, -0.75885)  0.18
C (-1.23542, -4.68212, -0.42610)  -0.65
N (-1.15728, -5.16476, 0.86635)  0.16
O (-0.27900, -4.79518, -1.18791)  0.01
H (-3.17086, -4.04505, -0.07068)  0.06
H (-2.55779, -3.69598, -1.67784)  0.09
H (-0.26862, -5.54918, 1.11809)  0.10
H (-1.93268, -5.13121, 1.49111)  0.08
O (2.99891, 1.85556, -3.15784)  -0.08
C (2.11522, 2.44353, -4.11725)  -0.21
C (2.33875, 1.94807, -5.51220)  -0.26
O (1.96145, 0.60465, -5.72104)  -0.07
H (2.57755, 1.02783, -2.87912)  0.07
H (1.06922, 2.16092, -3.90487)  0.11
H (2.10072, 3.52911, -3.99933)  0.13
H (3.36167, 2.12173, -5.87404)  0.12
H (1.73734, 2.56266, -6.19195)  0.12
H (2.52963, 0.04481, -5.15718)  0.06
O (-0.51924, 1.39977, 0.08475)  -0.07
C (-0.26018, 0.06320, -0.30699)  -0.22
C (-0.85492, -0.91232, 0.68601)  -0.18
O (-0.45881, -0.77073, 2.07402)  -0.13
H (-0.22612, 1.57734, 1.00471)  0.06
H (-0.63933, -0.18445, -1.29681)  0.11
H (0.83151, -0.10223, -0.35333)  0.11
H (-0.84778, -1.97048, 0.38955)  0.11
H (-1.93448, -0.67926, 0.68879)  0.11
H (-0.79242, -1.54401, 2.58861)  0.05
O (4.25403, 3.79628, -1.75432)  -0.09
C (4.28023, 3.80410, -0.33404)  -0.26
C (5.14570, 4.95689, 0.06817)  -0.22
O (4.51228, 6.24190, -0.23313)  -0.08
H (3.67990, 3.10515, -2.15646)  0.04
H (3.27634, 3.85435, 0.09885)  0.12
H (4.71586, 2.83903, -0.02539)  0.09
H (6.10755, 4.93273, -0.44431)  0.12
H (5.24787, 4.97703, 1.15729)  0.11
H (5.15953, 6.73043, -0.74199)  0.07
O (-1.27810, -3.05277, 3.24374)  -0.08
C (-0.31041, -3.80789, 4.00509)  -0.20
C (0.99350, -3.07922, 4.29254)  -0.21
O (1.71028, -2.58461, 3.12919)  -0.09
H (-1.94936, -3.69282, 2.99623)  0.08
H (-0.69594, -4.10707, 4.98586)  0.13
H (-0.02700, -4.69770, 3.43551)  0.11
H (1.71560, -3.82316, 4.64569)  0.12
H (0.94625, -2.27540, 5.03850)  0.12
H (1.14031, -1.98944, 2.61197)  0.05
O (-5.85117, 0.02238, 1.54013)  -0.07
C (-5.88358, -1.39709, 1.70889)  -0.22
C (-4.65363, -1.95437, 1.01884)  -0.22
O (-4.57944, -3.37882, 0.94667)  -0.11
H (-5.40236, 0.44073, 2.28865)  0.04
H (-5.78452, -1.54031, 2.79258)  0.12
H (-6.82479, -1.79768, 1.33970)  0.12
H (-3.74549, -1.67866, 1.54342)  0.09
H (-4.59790, -1.56930, -0.00314)  0.13
H (-5.29704, -3.80255, 0.46409)  0.10
O (-4.04159, 0.20469, 5.09374)  -0.05
C (-3.23806, 0.62773, 4.00266)  -0.24
C (-3.49818, 2.06092, 3.68730)  -0.23
O (-4.82130, 2.23694, 3.18306)  -0.05
H (-4.66316, -0.45744, 4.78930)  0.07
H (-2.18051, 0.51946, 4.24569)  0.12
H (-3.44132, -0.04621, 3.17039)  0.10
H (-2.75219, 2.37436, 2.93015)  0.12
H (-3.15383, 2.78020, 4.44541)  0.13
H (-4.97918, 3.18318, 3.10650)  0.10
O (-1.65556, 3.45632, -1.50253)  -0.08
C (-2.18673, 2.93972, -2.72856)  -0.23
C (-3.21934, 1.85151, -2.47555)  -0.21
O (-4.20572, 1.83986, -3.53935)  -0.09
H (-1.25260, 2.68943, -1.05553)  0.04
H (-2.61549, 3.74475, -3.32196)  0.12
H (-1.32829, 2.55588, -3.30455)  0.10
H (-3.81113, 2.04943, -1.57793)  0.12
H (-2.79769, 0.84626, -2.39616)  0.10
H (-5.01112, 2.26880, -3.25650)  0.07
O (-1.47946, -1.87398, -3.54205)  -0.08
C (-0.73895, -1.08964, -4.45002)  -0.26
C (-1.63764, -0.58635, -5.60196)  -0.20
O (-1.88125, -1.64218, -6.55876)  -0.06
H (-1.92287, -2.53424, -4.08963)  0.09
H (-0.45091, -0.12994, -4.00215)  0.11
H (0.17834, -1.48762, -4.88223)  0.12
H (-1.14831, 0.21882, -6.13660)  0.12
H (-2.57813, -0.30616, -5.11650)  0.12
H (-2.54557, -2.23370, -6.19684)  0.07
O (6.47743, -0.79402, 2.33129)  -0.04
C (5.26885, -0.08938, 2.50680)  -0.27
C (4.41412, -0.10588, 1.26957)  -0.24
O (4.98228, 0.76694, 0.29100)  -0.06
H (6.82258, -0.96100, 3.21249)  0.09
H (4.68069, -0.46757, 3.35650)  0.11
H (5.45104, 0.96760, 2.76483)  0.12
H (3.37391, 0.18601, 1.47688)  0.11
H (4.34410, -1.15311, 0.93886)  0.10
H (4.90612, 0.39990, -0.59057)  0.07

Force components x, y, z for each atom (eV/Å):
N 2.275 0.529 0.067
C -1.354 0.621 0.457
N -0.764 0.311 -1.544
O 0.300 -0.376 0.747
H 0.130 -0.494 0.090
H -0.684 -0.339 -0.066
H 0.282 -0.339 0.132
H -0.078 -0.160 0.221
N -1.211 -1.236 -0.723
C 0.518 0.233 -0.821
N -0.699 1.421 -0.261
O 0.542 -0.516 1.114
H 0.185 0.073 0.014
H 0.234 0.190 0.209
H 0.165 -0.151 0.139
H 0.361 -0.180 0.355
N -0.078 -0.709 1.431
C 0.269 0.169 -0.530
N -0.103 0.355 -0.841
O -0.388 0.150 0.352
H 0.443 0.348 -0.712
H 0.232 0.030 -0.266
H -0.018 -0.174 0.192
H -0.140 -0.207 0.162
O -0.555 -0.208 -0.163
C -1.150 -0.310 0.376
C 0.520 0.708 -1.179
O 0.264 -0.240 0.499
H 0.351 0.000 -0.125
H 0.207 -0.064 0.291
H 0.595 -0.027 -0.229
H 0.123 -0.101 0.387
H -0.228 -0.137 0.135
H -0.442 0.138 -0.211
O -0.241 -0.261 -0.304
C 1.607 -0.347 1.531
C -2.305 -0.432 0.506
O 0.762 -0.141 -0.593
H -0.132 0.165 -0.364
H -0.336 0.366 0.007
H -0.126 0.074 -0.100
H 0.675 0.214 -0.162
H 0.118 0.061 -0.138
H -0.178 0.479 -0.639
O -0.332 0.179 -0.557
C 0.163 -0.985 -0.995
C -0.780 1.269 0.528
O 0.332 -0.775 0.022
H 0.468 0.287 0.746
H -0.059 0.337 0.031
H 0.015 0.627 0.414
H 0.044 -0.325 0.172
H 0.419 -0.365 -0.027
H -0.144 0.176 -0.165
O 0.601 -0.341 0.914
C 0.620 0.007 0.000
C 1.182 0.600 -1.070
O -0.817 -0.156 0.177
H -0.219 0.304 -0.168
H -0.283 -0.020 -0.180
H -0.207 -0.032 0.009
H -0.462 -0.040 0.427
H -0.449 -0.153 -0.083
H 0.062 -0.035 0.210
O -0.288 -0.334 -0.431
C 0.995 1.239 1.032
C -0.258 -0.512 -0.965
O 0.067 -0.791 0.648
H -0.196 0.214 -0.205
H -0.381 -0.750 -0.127
H -0.008 -0.036 -0.085
H 0.035 0.248 0.100
H -0.016 0.332 0.108
H -0.252 0.486 0.029
O 0.036 -0.205 0.507
C -0.222 -0.154 0.503
C 1.378 1.043 -1.539
O 0.327 0.027 0.601
H -0.064 0.018 0.068
H 0.072 -0.046 0.109
H 0.125 0.282 -0.459
H -0.306 -0.515 -0.392
H -0.980 -0.501 0.742
H -0.149 -0.123 -0.118
O -0.395 -0.358 -0.515
C 1.026 -0.142 0.607
C -1.608 0.427 -0.423
O 0.709 -0.654 -0.458
H 0.063 0.417 0.270
H -0.175 0.100 0.260
H -0.331 -0.129 -0.199
H 0.668 0.114 0.375
H 0.089 0.066 -0.101
H -0.010 0.156 0.239
O 0.121 -0.465 0.003
C -0.331 2.562 -1.727
C 0.122 -1.618 0.543
O 0.071 0.347 0.228
H 0.114 -0.178 0.262
H 0.097 -0.408 0.710
H -0.034 -0.683 0.340
H -0.077 0.133 -0.022
H -0.017 0.499 -0.346
H -0.134 0.036 -0.134
O -0.158 -0.144 0.009
C -0.613 1.034 0.650
C -0.068 -0.508 -0.456
O 0.009 -0.478 0.423
H 0.200 -0.053 -0.105
H 0.035 -0.343 -0.219
H 0.196 -0.092 -0.178
H 0.252 0.217 0.245
H 0.242 0.222 -0.197
H -0.082 -0.044 -0.060

=====

# C21H71Cu2F4N5O22S4

C21H71Cu2F4N5O22S4 as an isolated structure in a non-equilibrium geometry (the ωB97M-V functional and the def2-TZVPD basis, OMol25).

The value obtained for the molar mass is 1077.16 Da. Its spin multiplicity is 3. The value obtained for the orbital gap (alpha / beta) is 8.033 / 5.992 eV. Its HOMO energy (alpha / beta) is -8.6 / -8.6 eV.

Each line ends with the Löwdin charge.
Element x y z (Å)
Cu (-7.71311, -0.00896, 6.39985)  0.69
Cu (-10.05314, 1.24602, 8.50400)  0.68
N (-7.58694, -1.44153, 4.79713)  -0.27
S (-6.50798, -2.36435, 4.15181)  0.52
O (-5.44276, -1.55799, 3.49034)  -0.30
O (-6.76984, -3.74538, 3.69908)  -0.25
F (-5.79904, -2.75051, 5.54990)  -0.19
S (-8.64070, -1.68279, 3.35100)  0.68
O (-9.56350, -2.82324, 3.43168)  -0.27
O (-8.01751, -1.46994, 2.05097)  -0.27
F (-9.58594, -0.34424, 3.58064)  -0.20
N (-10.25462, 2.81039, 9.93389)  -0.29
S (-9.43172, 3.16888, 11.19525)  0.47
O (-9.88361, 2.59099, 12.47090)  -0.27
O (-8.74407, 4.43416, 11.28891)  -0.25
F (-8.22584, 2.17105, 10.76990)  -0.22
S (-11.43021, 3.93273, 10.34448)  0.59
O (-11.35149, 5.15595, 9.57402)  -0.27
O (-12.06245, 3.94639, 11.65816)  -0.22
F (-12.54152, 3.10529, 9.54243)  -0.20
O (-9.83137, -0.17411, 6.90144)  -0.33
H (-10.11168, -0.63510, 6.08691)  -0.02
O (-7.94481, 1.45895, 8.03263)  -0.32
H (-7.50719, 2.32331, 8.15862)  -0.01
C (-3.20730, 0.12476, 5.59814)  -0.02
C (-4.36939, 0.57813, 6.49267)  -0.42
C (-4.55877, 2.08016, 6.81124)  -0.01
O (-5.55303, 0.30932, 5.77325)  -0.12
H (-2.87927, -0.89292, 5.80987)  0.09
H (-2.35449, 0.74330, 5.87784)  0.08
H (-3.35676, 0.38273, 4.54971)  0.09
H (-4.29254, -0.14838, 7.30159)  0.12
H (-3.58880, 2.41042, 7.18298)  0.09
H (-5.26973, 2.18291, 7.63105)  0.03
H (-4.95155, 2.64560, 5.96621)  0.07
H (-5.42371, -0.23444, 4.99273)  0.03
C (-6.62923, -4.56564, 9.37723)  -0.03
C (-7.87349, -4.05957, 10.23637)  -0.43
C (-7.51085, -2.98501, 11.34490)  -0.03
O (-8.64231, -3.38994, 9.27250)  -0.07
H (-6.99546, -5.38647, 8.76060)  0.08
H (-5.77821, -4.83738, 10.00174)  0.08
H (-6.27493, -3.76516, 8.72777)  0.06
H (-8.26270, -4.93913, 10.74919)  0.13
H (-8.42747, -2.69728, 11.85979)  0.07
H (-7.14868, -2.06285, 10.89040)  0.06
H (-6.70811, -3.30212, 12.01058)  0.08
H (-9.10603, -4.04563, 8.74654)  0.10
C (-5.44344, 4.53302, 8.87444)  -0.04
C (-5.69476, 5.88995, 9.62401)  -0.48
C (-5.52128, 5.67748, 11.08376)  -0.05
O (-4.84272, 6.83871, 8.95955)  -0.05
H (-4.37720, 4.30714, 8.86036)  0.09
H (-5.73963, 4.67190, 7.83468)  0.05
H (-6.03907, 3.68746, 9.21846)  0.06
H (-6.72786, 6.16978, 9.41784)  0.13
H (-6.38931, 5.35229, 11.65725)  0.07
H (-5.45939, 6.72779, 11.36855)  0.08
H (-4.63980, 5.06313, 11.26731)  0.09
H (-4.90355, 7.66510, 9.44430)  0.08
O (-6.53135, -1.31001, 7.82208)  -0.04
H (-6.93199, -1.93930, 8.42185)  0.03
H (-5.90671, -0.82699, 8.36314)  0.01
O (-9.61980, -0.54511, 10.02758)  -0.03
H (-10.04124, -0.40229, 10.87506)  0.07
H (-9.51608, -1.49481, 9.96813)  0.03
O (-8.13470, 1.78321, 4.97369)  -0.03
H (-8.12371, 2.73687, 5.05522)  0.04
H (-8.64514, 1.61596, 4.18141)  0.05
O (-12.02460, 0.19562, 8.90273)  -0.05
H (-11.85402, -0.71815, 9.13108)  0.02
H (-12.97311, 0.23975, 8.78187)  0.08
O (-5.40968, 0.50161, 9.67689)  -0.03
H (-5.59619, 0.61210, 10.60921)  0.06
H (-6.13463, 0.94194, 9.23328)  -0.01
O (-10.91049, 2.58779, 6.95723)  -0.05
H (-11.70173, 2.34942, 6.47416)  0.07
H (-10.89723, 3.54472, 6.93885)  -0.02
C (-13.25204, -3.72047, 6.91949)  -0.05
C (-12.23566, -2.64905, 6.47147)  -0.40
C (-12.72001, -1.41996, 5.69836)  -0.17
O (-13.60340, -1.73798, 4.60604)  -0.19
C (-13.10040, -1.80410, 3.25648)  -0.07
N (-11.52839, -2.28040, 7.72225)  0.05
H (-13.86053, -3.41341, 7.77010)  0.07
H (-12.78763, -4.65157, 7.24427)  0.07
H (-13.98103, -3.92041, 6.13419)  0.07
H (-11.57936, -3.07232, 5.71107)  0.13
H (-11.82080, -0.86251, 5.43613)  0.10
H (-13.31974, -0.82850, 6.39017)  0.12
H (-13.93360, -2.32283, 2.78236)  0.09
H (-12.12840, -2.28736, 3.15759)  0.07
H (-13.00582, -0.81843, 2.80083)  0.08
H (-11.00608, -3.13187, 7.87156)  0.07
H (-10.94300, -1.51026, 7.43189)  0.00
C (-6.23981, 2.47839, -0.88472)  -0.07
C (-6.04411, 1.39352, 0.19716)  -0.42
C (-5.38563, 1.88207, 1.53962)  -0.11
O (-6.20541, 2.92876, 2.18800)  -0.22
C (-5.67162, 3.45992, 3.37315)  -0.12
N (-7.33111, 0.77523, 0.41102)  0.03
H (-6.45097, 2.11398, -1.89007)  0.07
H (-5.36346, 3.12156, -0.96495)  0.07
H (-7.00503, 3.15882, -0.51115)  0.07
H (-5.36737, 0.63024, -0.18693)  0.12
H (-4.42992, 2.36044, 1.32543)  0.12
H (-5.39900, 1.03714, 2.22810)  0.11
H (-6.51618, 3.98466, 3.81974)  0.07
H (-4.90771, 4.16717, 3.05015)  0.09
H (-5.25599, 2.61085, 3.91577)  0.07
H (-7.21600, 0.05269, 1.10727)  0.02
H (-7.85022, 0.35232, -0.34514)  0.08
C (-9.96355, 7.36626, 5.72653)  -0.04
C (-9.91883, 5.73978, 5.92962)  -0.37
C (-8.67539, 5.25815, 6.70804)  -0.19
O (-7.53344, 4.97068, 5.94976)  -0.21
C (-6.63199, 6.07908, 5.65657)  -0.05
N (-11.06567, 5.33834, 6.65176)  0.03
H (-10.92283, 7.62072, 5.27584)  0.06
H (-9.21080, 7.97530, 5.22597)  0.06
H (-10.07430, 7.86949, 6.68705)  0.07
H (-9.90287, 5.38521, 4.89902)  0.14
H (-8.89811, 4.39417, 7.33415)  0.12
H (-8.48210, 6.15236, 7.30059)  0.12
H (-5.85078, 5.74707, 4.97277)  0.07
H (-6.16896, 6.43816, 6.57567)  0.08
H (-7.12842, 6.84047, 5.05496)  0.08
H (-11.92718, 5.77421, 6.35524)  0.11
H (-10.97065, 5.56060, 7.63241)  0.05

Force components x, y, z for each atom (eV/Å):
Cu -0.645 1.262 1.117
Cu 1.055 -0.592 -1.515
N -3.940 -0.514 -3.421
S 7.802 -3.494 0.926
O -2.459 -1.577 0.976
O -0.640 3.587 0.006
F -0.134 0.558 -0.324
S -3.573 0.075 -1.053
O 1.893 2.672 0.689
O -0.543 -0.199 2.687
F 1.101 -1.383 0.115
N -1.910 2.219 0.703
S 6.430 -3.274 5.840
O 0.523 0.957 -2.711
O -1.449 -0.370 -0.828
F -0.120 0.250 0.276
S -6.333 0.564 -2.486
O 0.777 -1.139 1.268
O 2.291 0.205 -1.858
F 0.023 0.159 -0.223
O 2.217 -0.243 -0.611
H -0.073 0.851 0.624
O -0.768 -0.424 0.051
H -0.555 -0.511 -0.382
C 0.892 1.635 0.621
C -0.020 -0.139 -1.316
C 1.159 -1.272 1.002
O -2.685 -0.491 -0.157
H -0.476 -0.094 -0.470
H 0.295 0.030 0.096
H -0.216 -0.477 -0.107
H -0.301 0.779 0.809
H -0.112 0.665 -0.073
H 0.050 -0.044 -0.083
H 0.424 -0.193 -0.020
H 0.394 -0.301 -0.374
C -0.690 0.595 1.352
C 3.766 0.765 0.308
C -0.216 -0.581 -1.404
O -1.681 0.328 0.278
H 0.349 -0.118 -0.003
H -0.109 -0.447 -0.015
H -0.131 -0.037 -0.039
H -0.867 0.118 -0.303
H 0.115 -0.246 0.376
H 0.056 0.012 -0.359
H -0.370 -0.297 0.151
H -0.059 -0.004 -0.252
C -0.311 1.364 -0.668
C -0.897 -2.725 -2.182
C 0.292 1.610 0.414
O -0.023 -0.466 0.760
H -0.029 -0.139 0.282
H 0.097 -0.052 -0.166
H 0.095 0.148 0.593
H -0.233 0.152 0.063
H -0.074 -0.536 -0.603
H 0.854 0.056 1.149
H 0.062 0.379 0.424
H 0.058 0.212 0.041
O -0.391 -0.205 -0.596
H -0.515 -0.235 0.133
H 0.349 0.416 0.534
O -0.082 0.566 -0.042
H -0.088 0.264 0.414
H 0.261 -0.652 -0.485
O 0.057 -0.481 -0.038
H 0.238 0.469 0.393
H -0.124 -0.172 -0.359
O 0.391 1.042 0.302
H 0.237 -0.780 -0.254
H -0.207 0.415 -0.145
O 0.528 -0.298 -0.065
H -0.053 -0.004 0.287
H -0.793 0.350 -0.218
O 0.238 -1.473 0.321
H -0.164 -0.244 -0.101
H -0.219 1.494 -0.112
C -0.813 0.559 -0.769
C -0.838 -0.985 0.197
C -1.335 -0.444 0.477
O 1.115 0.238 0.512
C -0.580 0.188 0.834
N -0.725 -0.248 -1.245
H 0.189 0.477 0.113
H 0.288 0.004 -0.296
H 0.186 -0.299 -0.197
H 0.486 -0.701 0.211
H -0.243 0.273 -0.523
H -0.055 0.417 -0.059
H 0.536 -0.195 -0.502
H -0.155 -0.407 0.116
H -0.067 0.280 0.140
H 0.642 0.333 0.567
H 1.060 -0.060 0.693
C 0.713 0.673 1.087
C -0.045 0.464 -0.962
C -2.354 1.421 -0.251
O -0.400 -1.300 -1.748
C -0.030 -0.489 -1.543
N -0.462 -0.163 1.753
H -0.243 -0.257 0.245
H 0.328 -0.134 -0.084
H -0.344 -0.168 -0.287
H 0.667 0.051 -0.057
H 0.382 -0.560 0.062
H 0.675 -0.159 0.072
H 0.358 -0.173 0.548
H 0.455 0.258 0.632
H 0.018 0.402 0.778
H -0.249 0.011 -0.021
H 0.591 0.321 -0.496
C -0.657 -0.667 0.906
C 1.270 2.672 -1.525
C -0.088 1.639 -0.229
O 0.888 -0.034 -0.902
C -0.652 -0.649 -0.278
N -0.913 -0.771 0.567
H -0.044 -0.248 -0.482
H 0.383 -0.787 -0.371
H 0.223 -0.317 0.538
H -0.139 -0.634 0.077
H -0.026 -0.049 -0.031
H 0.364 -0.274 0.901
H 0.017 -0.558 0.347
H -0.173 0.283 -0.014
H -0.299 0.311 0.497
H -0.013 0.038 -0.261
H 0.015 0.116 0.299